(1)
This record from the OMol25 dataset describes the molecule C22H35N3O4S. The level of theory is ωB97M-V/def2-TZVPD.

Electronic energy, eV: -46880.0846
HOMO-LUMO gap, eV: 9.4
Max |F|, eV Å⁻¹: 0.9
HOMO energy, eV: -9.09
SMILES string: CC[C@H]1CC[C@H](C(=O)N[C@@H](C(=O)NCCc2ccc(S(N)(=O)=O)cc2)C(C)C)CC1

The geometry in ORCA input format:
```
! wB97M-V def2-TZVPD RIJCOSX def2/J DEFGRID3
* xyz 0 1
C -6.664 -0.308 0.202
C -5.570 0.259 -0.696
C -4.226 -0.465 -0.554
C -3.578 -0.213 0.808
C -2.237 -0.931 0.922
C -1.283 -0.465 -0.186
C 0.023 -1.218 -0.021
O 0.264 -2.277 -0.588
N 0.878 -0.653 0.846
C 2.011 -1.359 1.419
C 3.247 -1.334 0.497
O 4.314 -0.846 0.815
N 3.042 -1.970 -0.670
C 4.046 -1.974 -1.707
C 3.700 -1.004 -2.859
C 3.061 0.223 -2.277
C 1.709 0.468 -2.490
C 1.055 1.459 -1.782
C 1.764 2.195 -0.855
S 0.850 3.179 0.297
N -0.310 3.925 -0.670
O 1.681 4.166 0.917
O 0.126 2.266 1.148
C 3.122 2.024 -0.680
C 3.775 1.047 -1.411
C 2.330 -0.841 2.830
C 1.168 -1.135 3.777
C 2.679 0.647 2.853
C -1.922 -0.736 -1.546
C -3.263 -0.020 -1.658
H -7.611 0.187 -0.001
H -6.789 -1.374 0.022
H -6.426 -0.162 1.252
H -5.897 0.180 -1.736
H -5.432 1.320 -0.475
H -4.400 -1.541 -0.663
H -3.422 0.860 0.942
H -4.235 -0.561 1.606
H -2.386 -2.010 0.836
H -1.793 -0.727 1.899
H -1.098 0.604 -0.053
H 0.671 0.270 1.207
H 1.717 -2.417 1.488
H 2.103 -2.313 -0.873
H 4.978 -1.666 -1.226
H 4.163 -2.988 -2.098
H 3.005 -1.485 -3.548
H 4.614 -0.758 -3.401
H 1.158 -0.148 -3.186
H 0.005 1.655 -1.917
H -0.022 4.856 -0.924
H -1.209 3.940 -0.214
H 3.639 2.634 0.042
H 4.830 0.883 -1.260
H 3.212 -1.397 3.164
H 0.917 -2.193 3.770
H 0.287 -0.567 3.487
H 1.434 -0.852 4.793
H 3.510 0.842 2.183
H 2.975 0.932 3.860
H 1.836 1.270 2.564
H -2.060 -1.813 -1.658
H -1.255 -0.405 -2.344
H -3.107 1.059 -1.583
H -3.706 -0.224 -2.636
*
```

(2)
This record from the OMol25 dataset describes a structure of composition C22H35NO3P2SV at a distorted geometry. The level of theory is ωB97M-V/def2-TZVPD.

Electronic energy, eV: -86110.3911
HOMO-LUMO gap (alpha / beta), eV: 7.2 / 8.1
Max |F|, eV Å⁻¹: 2.3
HOMO energy (alpha / beta), eV: -6.81 / -7.80
<S²>: 3.77

The geometry in ORCA input format:
```
! wB97M-V def2-TZVPD RIJCOSX def2/J DEFGRID3
* xyz 0 4
P 3.140 -1.624 -1.379
P 0.585 -3.398 -0.247
C 3.340 -3.423 -0.947
C 2.045 -4.228 -1.052
H 3.767 -3.463 0.069
H 4.085 -3.804 -1.662
H 1.766 -4.418 -2.102
H 2.158 -5.196 -0.535
C 1.041 -3.906 1.469
H 0.231 -3.629 2.153
H 1.971 -3.428 1.802
H 1.169 -4.997 1.466
C -0.629 -4.719 -0.599
H -0.257 -5.655 -0.165
H -0.752 -4.825 -1.683
H -1.586 -4.441 -0.147
C 4.870 -1.125 -1.135
H 4.959 -0.061 -1.371
H 5.490 -1.727 -1.808
H 5.156 -1.298 -0.092
C 3.158 -1.872 -3.195
H 2.287 -2.446 -3.534
H 4.083 -2.417 -3.428
H 3.164 -0.893 -3.688
V -0.876 1.315 -0.540
C -1.626 -0.939 -0.080
C -1.181 -0.666 1.192
C 0.223 -0.670 1.664
C 1.075 0.639 1.615
C 1.323 1.355 0.347
C 1.259 0.873 -0.953
C 0.666 -0.459 -1.247
C -0.844 -0.790 -1.379
C -0.754 2.996 -1.615
H -2.682 -1.204 -0.246
H -1.928 -0.604 1.990
H 0.799 -1.501 1.230
H 0.200 -0.951 2.729
H 0.634 1.367 2.320
H 2.041 0.342 2.062
H 1.717 2.368 0.489
H 1.668 1.458 -1.791
H 1.045 -1.141 -0.458
H 1.066 -0.800 -2.222
H -1.363 -0.077 -2.070
H -0.857 -1.769 -1.894
H -1.790 3.288 -1.853
H -0.164 2.779 -2.519
H -0.278 3.788 -1.012
O -0.234 3.520 2.086
C -1.403 3.296 1.768
N -1.759 2.149 1.034
S -3.416 1.956 0.820
O -3.606 1.722 -0.615
O -4.006 1.048 1.772
C -3.730 3.600 1.368
C -4.950 4.275 1.289
C -4.993 5.595 1.745
C -3.859 6.175 2.327
C -2.668 5.454 2.446
C -2.607 4.139 1.968
H -5.799 3.782 0.850
H -5.906 6.178 1.631
H -3.910 7.207 2.679
H -1.770 5.901 2.881
*
```

(3)
This record from the OMol25 dataset describes a structure of composition C22H35O3Pb at a distorted geometry. The level of theory is ωB97M-V/def2-TZVPD.

Electronic energy, eV: -34760.5394
HOMO-LUMO gap (alpha / beta), eV: 5.9 / 5.8
Max |F|, eV Å⁻¹: 2.9
HOMO energy (alpha / beta), eV: -11.58 / -11.58

The geometry in ORCA input format:
```
! wB97M-V def2-TZVPD RIJCOSX def2/J DEFGRID3
* xyz 1 1
O -0.139 -0.088 -2.581
C 0.932 -0.500 -3.516
C 0.404 0.415 -4.614
H 0.860 -1.570 -3.755
H 1.906 -0.192 -3.109
C -0.731 0.786 -3.622
H 0.185 -0.135 -5.529
H 1.115 1.212 -4.833
C -2.112 0.204 -3.879
H -2.066 -0.895 -3.920
H -2.546 0.568 -4.817
H -2.760 0.521 -3.048
C -0.785 2.223 -3.101
H 0.222 2.619 -2.904
H -1.368 2.240 -2.160
H -1.290 2.856 -3.847
Pb 0.296 -0.703 -0.164
C 1.188 1.884 1.727
C 2.221 0.900 1.632
C 2.744 0.942 0.288
H 2.626 0.331 2.474
C 2.055 1.981 -0.417
C 1.087 2.544 0.466
H 0.475 3.423 0.263
H 0.659 2.167 2.640
H 3.581 0.349 -0.092
H 2.300 2.344 -1.420
C -1.945 -0.522 2.012
C -2.345 0.669 1.350
C -2.785 0.330 0.034
H -2.427 1.649 1.816
C -2.661 -1.083 -0.129
C -2.171 -1.622 1.110
H -2.087 -2.681 1.361
H -1.606 -0.591 3.048
H -3.278 1.006 -0.663
H -2.984 -1.648 -1.005
O 0.742 -1.561 -7.317
C 0.222 -0.530 -8.192
C 0.429 -0.948 -9.648
H 0.764 0.410 -7.989
H -0.834 -0.340 -7.922
C 1.608 -1.925 -9.552
H 0.632 -0.081 -10.271
H -0.459 -1.460 -10.026
C 1.407 -2.540 -8.167
H 2.545 -1.369 -9.594
H 1.600 -2.673 -10.336
H 2.342 -2.857 -7.681
H 0.769 -3.434 -8.255
C 3.303 -2.807 0.605
C 1.854 -3.287 0.610
C 1.194 -3.067 1.968
O 1.188 -2.676 -0.465
H 3.358 -1.870 1.185
H 3.637 -2.599 -0.414
H 4.031 -3.476 1.069
H 1.811 -4.368 0.408
H 1.145 -2.002 2.260
H 0.187 -3.482 1.981
H 1.693 -3.564 2.803
*
```

(4)
This record from the OMol25 dataset describes a structure of composition C22H36BBr2N6OsS3. The level of theory is ωB97M-V/def2-TZVPD.

Electronic energy, eV: -208050.7970
HOMO-LUMO gap (alpha / beta), eV: 6.6 / 5.7
Max |F|, eV Å⁻¹: 0.1
HOMO energy (alpha / beta), eV: -16.72 / -17.31
<S²>: 6.03

The geometry in ORCA input format:
```
! wB97M-V def2-TZVPD RIJCOSX def2/J DEFGRID3
* xyz 3 5
Os -0.083 -0.312 -0.014
C 1.340 2.420 -3.544
C 1.262 3.695 -2.710
C 2.131 4.791 -3.319
C -0.171 4.211 -2.579
N 1.818 3.361 -1.329
C 3.085 3.693 -0.912
C 3.250 3.198 0.339
N 2.093 2.544 0.692
B 1.936 1.938 2.125
N 2.516 0.479 2.212
C 3.117 0.074 3.374
C 3.726 -1.118 3.142
N 3.514 -1.446 1.830
C 2.761 -0.467 1.288
S 2.151 -0.462 -0.352
C 4.090 -2.681 1.144
C 5.016 -2.219 0.023
C 2.939 -3.544 0.634
C 4.893 -3.470 2.173
N 0.492 2.104 2.696
C 0.170 3.302 3.291
C -1.094 3.210 3.768
N -1.555 1.949 3.480
C -0.579 1.295 2.825
S -0.662 -0.349 2.253
C -2.939 1.434 3.862
C -3.700 1.104 2.580
C -3.676 2.540 4.610
C -2.779 0.229 4.784
C 1.249 2.648 -0.347
S -0.329 1.893 -0.365
H 0.971 2.624 -4.548
H 0.720 1.628 -3.114
H 2.368 2.066 -3.625
H 1.667 5.101 -4.254
H 3.133 4.443 -3.568
H 2.194 5.668 -2.674
H -0.452 4.663 -3.529
H -0.253 4.983 -1.813
H -0.894 3.423 -2.386
H 3.756 4.280 -1.509
H 4.082 3.288 1.015
H 2.643 2.596 2.827
H 3.106 0.680 4.263
H 4.306 -1.729 3.808
H 4.491 -1.679 -0.766
H 5.473 -3.095 -0.435
H 5.815 -1.589 0.414
H 2.435 -3.095 -0.223
H 2.222 -3.749 1.432
H 3.344 -4.498 0.297
H 5.733 -2.899 2.568
H 5.308 -4.340 1.666
H 4.274 -3.835 2.993
H 0.872 4.115 3.350
H -1.681 3.937 4.296
H -3.765 1.981 1.933
H -4.713 0.807 2.846
H -3.249 0.280 2.027
H -3.830 3.427 3.995
H -3.176 2.815 5.539
H -4.659 2.156 4.876
H -2.320 -0.627 4.292
H -3.767 -0.080 5.123
H -2.191 0.490 5.665
Br -2.521 -0.717 -1.213
C -2.305 -2.626 -0.966
Br -0.502 -2.929 -0.291
H -2.393 -3.119 -1.927
H -3.017 -2.976 -0.228
*
```